*one*
16
Properties=species:S:1:pos:R:3 method="wB97M-V/def2-TZVPD" homo_ev=-8.556
C -3.850 1.132 -0.056
C -3.029 0.123 0.072
C -2.383 -1.181 0.126
N -1.079 -1.383 -0.240
N -0.070 -0.573 -0.186
C 1.041 -1.228 0.059
C 2.268 -0.200 0.053
C 1.829 1.277 -0.021
H -4.153 2.013 0.042
H -3.109 -2.193 0.084
H 1.235 -2.387 0.304
H 2.990 -0.333 0.831
H 2.964 -0.595 -0.872
H 2.648 2.012 -0.507
H 1.771 1.840 1.102
H 0.928 1.677 -0.792



*two*
16
Properties=species:S:1:pos:R:3 method="wB97M-V/def2-TZVPD" homo_ev=-8.123 smiles="C=C/C(N)=C(/C)C#N"
C -2.280 -0.601 0.438
C -1.163 -1.145 -0.072
C 0.257 -0.771 -0.058
N 1.157 -1.746 -0.330
C 0.759 0.497 0.061
C 2.162 0.841 0.385
C -0.308 1.441 -0.176
N -1.199 2.139 -0.455
H -2.250 0.349 0.975
H -3.322 -1.014 0.463
H -1.235 -2.267 -0.317
H 0.852 -2.645 -0.084
H 2.117 -1.561 -0.521
H 2.907 0.600 -0.411
H 2.224 1.954 0.659
H 2.428 0.263 1.266



Sorted by energy, starting with the most stable: *two*, *one*.



*one*
16
Properties=species:S:1:pos:R:3 method="wB97M-V/def2-TZVPD" homo_ev="-7.301 / -7.302"
C 0.069 1.637 -1.163
C 1.162 1.699 -0.335
C -0.808 0.539 -1.067
C 1.341 0.694 0.638
C -0.554 -0.480 -0.200
C -1.373 -1.643 0.035
N 0.723 -1.570 1.561
N 0.492 -0.358 0.615
H -0.155 2.515 -1.727
H 1.911 2.449 -0.486
H -1.584 0.552 -1.801
H 2.239 0.800 1.295
H -2.288 -1.457 -0.540
H -0.822 -2.492 -0.280
H -1.481 -1.632 1.100
H 1.128 -1.253 2.356



*two*
16
Properties=species:S:1:pos:R:3 method="wB97M-V/def2-TZVPD" homo_ev=-8.654 smiles="C#C[C@H]1[C@@H](C)N1N=C"
C -2.648 0.203 -0.478
C -1.636 0.090 0.211
C -0.477 -0.282 0.987
C 0.610 -1.259 0.482
C 0.707 -1.671 -0.975
N 0.898 0.149 0.741
N 1.273 0.854 -0.326
C 0.811 2.064 -0.337
H -3.420 0.500 -1.081
H -0.618 -0.240 2.070
H 0.984 -1.965 1.225
H 1.732 -1.935 -1.250
H 0.372 -0.833 -1.604
H 0.125 -2.617 -1.065
H 0.239 2.412 0.536
H 1.185 2.794 -1.086



*three*
16
Properties=species:S:1:pos:R:3 method="wB97M-V/def2-TZVPD" homo_ev=-8.817 smiles="C1=C[C@@H]2CN2C=NC1"
C 0.916 0.034 1.513
C 1.016 -1.077 0.828
C -0.056 -1.176 -0.166
C -0.152 -1.382 -1.671
N -0.081 -0.085 -1.103
C -0.963 0.886 -0.858
N -0.877 1.556 0.210
C 0.199 1.314 1.213
H 1.567 0.140 2.408
H 1.736 -1.875 1.076
H -1.023 -1.427 0.342
H -1.072 -1.911 -1.976
H 0.769 -1.663 -2.237
H -1.674 1.125 -1.636
H 0.898 2.068 0.965
H -0.260 1.651 2.157



Sorted by energy, starting with the most stable: *one*, *three*, *two*.



*one*
16
Properties=species:S:1:pos:R:3 method="wB97M-V/def2-TZVPD" homo_ev=-9.278 smiles="C=C(C#N)C1(N)CC1"
C 0.673 1.876 0.152
C 0.948 0.590 0.016
C 2.211 -0.014 -0.206
N 3.222 -0.539 -0.287
C -0.156 -0.536 -0.001
N 0.244 -1.875 0.073
C -1.553 -0.019 0.689
C -1.432 -0.167 -0.734
H -0.403 2.077 0.249
H 1.456 2.598 0.047
H 0.674 -2.235 -0.713
H 0.767 -1.942 0.912
H -1.468 1.016 0.961
H -2.039 -0.739 1.390
H -1.871 -0.860 -1.368
H -1.274 0.768 -1.180



*two*
16
Properties=species:S:1:pos:R:3 method="wB97M-V/def2-TZVPD" homo_ev=-8.513
C -2.744 -0.496 0.053
C 0.469 0.058 -0.978
C 0.644 1.347 -0.115
C 0.460 0.249 0.992
C 1.678 -0.621 0.724
C 1.650 -0.775 -0.593
H -2.658 -1.599 0.108
H -3.736 0.019 0.080
H 0.134 0.027 -2.020
H 1.636 1.820 -0.220
H -0.183 2.063 -0.169
H 0.152 0.476 2.018
H 2.406 -1.073 1.390
H 2.337 -1.282 -1.272
N -1.730 0.260 -0.048
N -0.514 -0.472 0.052



Sorted by energy, starting with the most stable: *one*, *two*.



*one*
12
Properties=species:S:1:pos:R:3 method="wB97M-V/def2-TZVPD" homo_ev=-9.260 smiles="[H]/N=C1/CS/C(=N/[H])N1"
H -0.965 1.652 -1.847
N -0.080 1.822 -1.319
C 0.146 0.814 -0.564
C 1.308 0.758 0.389
S 1.280 -0.748 1.299
C -0.268 -1.310 0.566
N -0.859 -2.336 0.979
H -1.814 -2.515 0.692
N -0.610 -0.272 -0.372
H 2.224 0.830 -0.190
H 1.238 1.633 1.060
H -1.601 -0.328 -0.694



*two*
12
Properties=species:S:1:pos:R:3 method="wB97M-V/def2-TZVPD" homo_ev=-8.860 smiles="[H]/N=C1/NCC(=S)N1"
H 2.533 -1.805 0.210
N 2.677 -0.808 -0.016
C 1.561 -0.227 -0.007
N 1.309 1.133 -0.102
C -0.122 1.412 0.042
C -0.771 -0.024 -0.001
S -2.354 -0.337 -0.008
N 0.282 -0.849 0.029
H 2.006 1.795 0.197
H -0.388 1.906 0.992
H -0.564 2.034 -0.761
H 0.190 -1.835 -0.088



Sorted by energy, starting with the most stable: *two*, *one*.



*one*
9
Properties=species:S:1:pos:R:3 method="wB97M-V/def2-TZVPD" homo_ev=-10.954 smiles="NNS(=O)(=O)F"
N 1.509 -0.041 0.282
N 0.460 0.430 -0.539
S -1.133 0.085 -0.168
O -1.665 -0.903 -1.047
O -1.845 1.291 0.088
F -0.882 -0.615 1.205
H 1.573 0.558 1.093
H 1.362 -0.994 0.594
H 0.620 0.189 -1.508



*two*
9
Properties=species:S:1:pos:R:3 method="wB97M-V/def2-TZVPD" homo_ev=-10.989 smiles="NS(=O)(=O)NF"
N 0.372 -1.298 -0.604
S 0.722 0.213 -0.050
O 0.881 1.033 -1.185
O 1.638 0.276 1.023
N -0.815 0.510 0.853
F -1.935 0.693 0.070
H -0.242 -0.887 -1.390
H -0.073 -2.046 -0.033
H -0.547 1.506 1.316



*three*
9
Properties=species:S:1:pos:R:3 method="wB97M-V/def2-TZVPD" homo_ev="-10.750 / -10.647"
N -0.671 -0.401 0.930
N 0.950 0.133 -0.767
O 0.196 2.087 0.750
O -1.214 1.242 -1.034
F 2.073 0.029 0.043
S -0.269 0.973 0.024
H -0.695 -0.499 1.851
H -1.553 -0.643 0.543
H 1.456 1.352 -1.967



Sorted by energy, starting with the most stable: *one*, *two*, *three*.



*one*
9
Properties=species:S:1:pos:R:3 method="wB97M-V/def2-TZVPD" homo_ev="-9.456 / -9.455"
O -0.652 -1.870 0.383
N -0.516 -0.668 0.303
C -1.508 0.173 -0.057
Br -3.167 -0.631 -0.150
C -1.289 1.640 -0.004
F -1.731 2.240 -1.101
F -1.947 2.164 1.073
F 0.038 1.884 0.124
H 0.302 -0.120 0.820



*two*
9
Properties=species:S:1:pos:R:3 method="wB97M-V/def2-TZVPD" homo_ev="-9.427 / -9.428"
C 0.800 -0.471 0.259
C 0.139 0.911 -0.113
N -1.087 -0.493 -0.898
O -0.043 -1.335 -0.378
F 0.722 -0.797 1.595
F -0.258 1.631 0.882
F 0.686 1.706 -1.087
Br -2.711 -0.481 -0.102
H 1.752 -0.670 -0.159



Sorted by energy, starting with the most stable: *one*, *two*.